# C46H101BBrClF5N5O9P

8 unconnected molecules or ions with the total composition C46H101BBrClF5N5O9P at a distorted geometry (ωB97M-V/def2-TZVPD, the Open Molecules 2025 dataset).

gap between HOMO and LUMO = 8.430 eV
strongest force on any atom = 0.0259 Eh/bohr
energy = -6663.8975 Ha
ΔE to the lowest compared entry with this formula, charge and spin = 0.000 eV

```
! wB97M-V def2-TZVPD RIJCOSX def2/J DEFGRID3
* xyz 1 1
C 2.15859 0.66998 0.53012
C 0.70266 0.92819 0.94795
N 0.01064 1.79675 -0.01291
C -0.93721 2.75773 0.47402
N -0.31017 4.14543 0.25288
C 1.07350 4.27540 0.81286
C 2.15122 4.11992 -0.24844
C 2.19399 5.33379 -1.18965
C 3.01513 5.06004 -2.43037
F 3.43598 6.23187 -2.95158
F 4.10524 4.32721 -2.14052
C 2.24661 4.31441 -3.55952
F 2.29106 3.01360 -3.36422
F 2.75614 4.57858 -4.72958
F 0.97114 4.67709 -3.57098
C -1.18188 5.31792 0.60703
C -1.27799 5.61690 2.09302
N -1.45897 4.43260 2.94762
C -1.81919 4.83846 4.31301
C -2.47345 5.13292 -0.19233
B -3.29697 6.50884 -0.40239
C -4.00478 6.76668 -1.79779
O -3.29876 7.46992 0.54853
N -3.17786 3.88932 0.15612
P -4.47882 3.82096 1.24678
O -4.18599 5.16714 2.11988
Cl -6.07874 4.65679 0.13770
C -2.39435 2.64382 -0.08068
C -3.04249 1.46681 0.67313
C -2.30470 0.11617 0.51366
C -3.24244 -1.06994 0.32237
C -2.41967 -2.34504 0.15590
N -1.42234 -2.13135 -0.87672
C -1.64965 -2.04655 -2.22215
C -0.46325 -1.71230 -2.83705
C 0.51436 -1.59277 -1.81807
C -0.10513 -1.87278 -0.62589
C -2.43852 2.28721 -1.62093
Br -4.13134 2.87746 -2.43295
C -1.35840 2.86024 -2.54260
C -1.25479 2.08765 -3.87857
H 2.80375 1.46236 0.91256
H 2.25006 0.66535 -0.55308
H 2.51932 -0.26706 0.94459
H 0.70529 1.39426 1.92999
H 0.21042 -0.04001 0.99567
H -0.31124 1.25985 -0.80160
H -1.02396 2.61650 1.54452
H -0.19192 4.20882 -0.76028
H 1.21582 3.58219 1.63614
H 1.18418 5.27267 1.23544
H 3.12055 3.99847 0.22571
H 1.97463 3.21833 -0.83085
H 1.19705 5.63581 -1.50534
H 2.65206 6.18445 -0.68784
H -0.69905 6.17973 0.13665
H -0.38500 6.17292 2.41388
H -2.10588 6.29284 2.25821
H -0.54602 3.99705 3.03334
H -1.00758 5.36081 4.82627
H -2.67778 5.50170 4.27286
H -2.09826 3.95795 4.88473
H -2.10863 4.99061 -1.22088
H -5.04467 6.47343 -1.72578
H -3.92380 7.82553 -2.03884
H -3.52744 6.19456 -2.59132
H -3.66780 8.29027 0.20221
H -5.03843 5.58148 2.31502
H -3.06396 1.67341 1.74004
H -4.05489 1.33000 0.29870
H -1.63533 0.12088 -0.33801
H -1.71478 -0.08428 1.40860
H -3.92965 -1.17175 1.15960
H -3.81181 -0.91890 -0.59215
H -3.07974 -3.16574 -0.11754
H -1.91527 -2.62238 1.07888
H -2.62196 -2.20487 -2.65451
H -0.31624 -1.56544 -3.89254
H 1.55479 -1.33069 -1.89501
H 0.28876 -1.88864 0.37492
H -2.49054 1.21561 -1.77008
H -0.36707 2.85477 -2.09615
H -1.57940 3.89483 -2.79825
H -1.61708 2.70386 -4.69841
H -0.22408 1.83786 -4.11428
H -1.86396 1.18797 -3.87475
C 3.73591 -3.41505 -1.31337
C 4.21295 -2.21343 -0.51444
C 5.59722 -2.44750 0.06560
O 3.27987 -1.91256 0.53361
H 3.67564 -4.29827 -0.67129
H 2.73964 -3.23511 -1.71591
H 4.41198 -3.64073 -2.13993
H 4.22830 -1.32873 -1.15490
H 5.58444 -3.30468 0.74389
H 5.93008 -1.57972 0.63690
H 6.32556 -2.64504 -0.72190
H 3.24668 -2.68363 1.11095
C -1.96235 -6.22476 4.09276
C -1.34111 -5.55666 2.87913
C -0.23192 -6.40823 2.28105
O -0.83905 -4.25835 3.21834
H -1.21403 -6.37212 4.87309
H -2.75646 -5.60158 4.50717
H -2.37546 -7.19859 3.84051
H -2.10951 -5.37967 2.12414
H 0.56633 -6.55694 3.01316
H 0.20215 -5.91733 1.40838
H -0.60495 -7.38818 1.98211
H -0.15674 -4.37792 3.88726
C 7.43726 -1.65498 -4.11853
C 7.89915 -3.04172 -3.69584
C 9.41620 -3.14606 -3.66860
O 7.34346 -4.03444 -4.55570
H 7.78775 -1.43060 -5.12934
H 6.34784 -1.60218 -4.12753
H 7.81900 -0.88620 -3.44490
H 7.50503 -3.26639 -2.70317
H 9.82604 -2.96764 -4.66624
H 9.72433 -4.14450 -3.35892
H 9.85301 -2.41829 -2.98348
H 7.67169 -3.87093 -5.44626
C -2.30043 -11.10272 5.98265
C -1.66282 -10.40850 4.78967
C -0.56771 -11.25807 4.16373
O -1.14681 -9.13135 5.17151
H -1.55293 -11.28228 6.76011
H -3.08422 -10.48017 6.41403
H -2.73453 -12.06160 5.69787
H -2.42876 -10.19587 4.04188
H 0.22976 -11.44206 4.88875
H -0.12628 -10.74519 3.30872
H -0.95496 -12.22120 3.82992
H -0.46485 -9.28026 5.83556
C -1.24136 11.50068 -1.08793
C -0.99826 10.05598 -0.68514
C 0.45141 9.64784 -0.89635
O -1.86969 9.17985 -1.41067
H -1.02149 11.64152 -2.14938
H -2.28396 11.77387 -0.92700
H -0.61181 12.18158 -0.51524
H -1.26455 9.91933 0.36435
H 0.72130 9.73293 -1.95218
H 0.60484 8.60836 -0.59754
H 1.12840 10.27750 -0.31916
H -1.66902 9.27495 -2.34880
C 5.41286 -8.70310 1.21589
C 4.75896 -7.54056 0.48586
C 4.72160 -7.77172 -1.01701
O 5.43738 -6.31851 0.78413
H 6.44756 -8.82447 0.88439
H 5.42859 -8.52102 2.29055
H 4.88226 -9.63715 1.02836
H 3.74252 -7.40285 0.85828
H 5.73680 -7.86605 -1.41154
H 4.24769 -6.93047 -1.52370
H 4.17275 -8.68098 -1.26450
H 6.34382 -6.39971 0.46862
C -6.70535 0.44571 -1.30311
C -7.39402 -0.68934 -0.56285
C -8.90794 -0.56922 -0.62299
O -6.94904 -0.73036 0.79608
H -6.95548 1.41038 -0.85042
H -5.62456 0.33212 -1.25143
H -6.99554 0.47782 -2.35404
H -7.08927 -1.64363 -0.99599
H -9.23250 0.36267 -0.15199
H -9.37842 -1.39311 -0.08707
H -9.26546 -0.57438 -1.65316
H -7.21428 0.09707 1.21272
*
```